Computed, not measured: 2 unconnected molecules or ions with the total composition C12H17Cl2N2O at a distorted geometry, with wB97M-V/def2-TZVPD.

Atoms and positions in Å:
N 0.59 -0.51 0.04
C 0.09 -1.20 -0.92
C -1.33 -0.91 -1.54
C -2.43 -0.68 -0.41
C -3.20 -2.02 -0.13
O -4.08 -2.23 -1.27
C -5.13 -1.28 -1.09
C -4.68 0.24 -1.14
N -3.29 0.52 -0.64
H 1.52 -0.86 0.30
H 0.75 -2.03 -1.33
H -1.20 0.02 -2.19
H -1.61 -1.74 -2.25
H -1.82 -0.46 0.53
H -3.82 -1.90 0.81
H -2.52 -2.91 -0.07
H -5.71 -1.48 -0.14
H -5.88 -1.43 -1.92
H -4.88 0.68 -2.17
H -5.39 0.81 -0.46
H -2.82 1.10 -1.37
H -3.29 1.10 0.20
Cl 5.16 -1.47 0.52
C 5.08 0.17 1.04
C 4.13 0.61 1.96
Cl 2.97 -0.47 2.67
C 4.10 1.95 2.34
C 5.01 2.85 1.81
C 5.96 2.41 0.89
C 5.99 1.08 0.51
H 3.36 2.29 3.06
H 4.98 3.89 2.10
H 6.67 3.11 0.47
H 6.73 0.74 -0.21

## Properties
Net charge ... +1
HOMO energy ... -11.13 eV
Maximum force ... 3.659 eV/Å

Computed, not measured: a molecular structure, C12H17Cl2NReS at a distorted geometry, with wB97M-V/def2-TZVPD.

Atoms and positions in Å:
Re -0.23 0.28 -0.57
Cl 1.96 0.73 -1.27
Cl -2.28 0.22 0.53
C -1.09 0.57 -2.33
H -2.16 0.81 -2.36
H -0.51 0.93 -3.18
C 0.25 -1.42 0.18
C -0.75 -0.97 -1.94
H 0.61 -1.22 1.22
C 0.13 -1.62 -2.99
H -1.65 -1.57 -1.76
C 0.48 -3.07 -2.65
H -0.41 -1.58 -3.96
H 1.05 -1.02 -3.14
C 1.27 -3.16 -1.35
H -0.45 -3.65 -2.56
H 1.05 -3.51 -3.47
C 0.36 -2.86 -0.13
H 1.69 -4.17 -1.25
H 2.12 -2.46 -1.36
H -0.66 -3.25 -0.29
H 0.78 -3.38 0.75
S -0.32 2.76 -0.19
C -0.26 2.83 1.51
N 0.95 2.63 2.12
C 1.12 2.80 3.47
C 0.03 3.13 4.25
C -1.24 3.24 3.66
C -1.39 3.08 2.29
H 1.74 2.37 1.53
H 2.13 2.67 3.84
H 0.16 3.29 5.32
H -2.12 3.47 4.27
H -2.34 3.11 1.78

## Properties
2S+1 ... 4
HOMO energy (spin up / spin down) ... -6.05 / -8.40 eV
Maximum force ... 6.365 eV/Å

Computed, not measured: a molecular structure, C12H17Cl3N3NiO6 at a distorted geometry, with wB97M-V/def2-TZVPD.

Atoms and positions in Å:
Ni -1.00 0.46 -0.95
N -2.36 1.75 0.35
C -2.03 3.13 -0.05
C -1.90 3.18 -1.59
O -2.42 4.07 -2.25
N -1.16 2.16 -2.04
C -1.22 1.82 -3.40
C -2.30 0.57 -3.51
O -2.91 0.50 -4.55
O -2.32 -0.12 -2.48
H -3.29 1.52 0.02
H -2.34 1.66 1.36
H -1.07 3.41 0.37
H -2.80 3.85 0.28
H -0.28 1.40 -3.76
H -1.60 2.62 -4.05
O 0.75 1.07 -0.04
C 1.44 0.89 0.94
C 2.91 0.56 0.89
C 2.97 -0.97 1.08
C 2.32 -1.51 2.37
C 0.78 -1.59 2.37
C 0.02 -0.24 2.48
N 0.93 0.87 2.24
H 3.45 1.07 1.69
H 3.33 0.83 -0.08
H 4.02 -1.26 1.08
H 2.50 -1.44 0.21
H 2.69 -0.95 3.24
H 2.66 -2.54 2.48
H 0.47 -2.24 3.18
H 0.48 -2.06 1.44
H -0.41 -0.11 3.48
H -0.78 -0.20 1.74
H 1.66 0.87 2.93
Cl 0.71 -4.74 -0.02
C -0.36 -3.83 -1.11
Cl -2.03 -4.06 -0.59
Cl -0.17 -4.44 -2.75
C 0.12 -2.29 -1.05
O 1.26 -2.12 -1.44
O -0.71 -1.54 -0.53

## Properties
Net charge ... -1
2S+1 ... 3
HOMO energy (spin up / spin down) ... -4.04 / -4.01 eV
Maximum force ... 4.520 eV/Å

Computed, not measured: a molecular structure, C12H17ClINOPRh at a distorted geometry, with wB97M-V/def2-TZVPD.

Atoms and positions in Å:
C 0.34 -1.93 -1.13
I 0.20 2.74 -0.37
H -0.64 -2.43 -1.06
H 0.96 -2.19 -0.25
H 0.87 -2.19 -2.05
Rh -0.06 0.04 -1.01
P -0.22 0.36 -3.26
C 1.35 0.85 -4.04
C -0.81 -1.09 -4.17
H -2.28 1.57 -3.06
H -1.64 1.67 -4.73
H -0.93 2.68 -3.42
C -1.38 1.71 -3.66
H -1.73 -1.44 -3.70
H -1.01 -0.81 -5.21
H 1.21 1.00 -5.12
H 2.10 0.06 -3.89
H -0.05 -1.88 -4.14
H 1.72 1.77 -3.59
C 1.80 0.18 -0.96
O 2.95 0.28 -0.88
Cl -2.46 -0.26 -1.08
N -0.12 -0.15 1.02
C -0.05 -0.11 2.18
C -0.03 -0.07 3.61
C -1.23 0.10 4.32
C -1.21 0.12 5.72
C 0.00 -0.02 6.40
C 1.20 -0.18 5.70
C 1.19 -0.20 4.31
H -2.16 0.22 3.77
H -2.15 0.25 6.26
H 0.01 -0.03 7.50
H 2.15 -0.29 6.24
H 2.12 -0.32 3.74

## Properties
Net charge ... +2
2S+1 ... 5
HOMO energy (spin up / spin down) ... -13.90 / -15.02 eV
Maximum force ... 5.119 eV/Å

Computed, not measured: 2 unconnected molecules or ions with the total composition C12H17ClN4O3P, with wB97M-V/def2-TZVPD.

Atoms and positions in Å:
O -1.33 -3.10 -4.15
C -0.94 -2.04 -4.55
O 0.06 -1.96 -5.50
C -1.49 -0.71 -4.08
C -0.90 -0.39 -2.70
C -1.51 -1.31 -1.63
N -1.14 -0.91 -0.27
C -0.03 -1.29 0.33
N 0.32 -0.93 1.58
C 1.47 -1.52 1.80
N 1.89 -2.26 0.75
P 3.33 -3.24 0.45
O 2.86 -4.43 1.44
Cl 4.59 -2.17 1.63
N 0.90 -2.10 -0.19
H 0.88 -1.62 -5.12
H -1.21 0.06 -4.80
H -2.57 -0.77 -4.01
H -1.13 0.64 -2.42
H 0.18 -0.52 -2.71
H -2.60 -1.29 -1.69
H -1.21 -2.35 -1.76
H -1.75 -0.31 0.28
H 2.04 -1.44 2.71
H 3.46 -5.19 1.38
H 0.95 -2.53 -1.10
C -0.07 3.18 1.61
C -0.18 4.54 1.84
C -0.54 5.01 3.09
C -0.79 4.11 4.12
C -0.68 2.75 3.89
C -0.33 2.28 2.64
H 0.21 2.82 0.63
H 0.03 5.25 1.04
H -0.62 6.07 3.27
H -1.07 4.48 5.10
H -0.88 2.05 4.70
H -0.25 1.21 2.45

## Properties
Net charge ... +1
HOMO energy ... -11.41 eV
Maximum force ... 0.516 eV/Å

Computed, not measured: a single C12H17N molecule at a distorted geometry, with wB97M-V/def2-TZVPD.

Atoms and positions in Å:
C -3.18 -0.47 -0.93
C -0.39 1.24 -0.49
C -0.38 2.54 -0.71
C -2.32 -1.66 -0.61
C 1.38 -1.12 0.66
C 0.64 0.24 -0.87
C -1.21 -1.04 0.26
C 0.19 -1.14 -0.33
C 1.88 0.21 0.06
C -1.61 0.47 0.32
C 3.21 0.13 -0.65
C -1.77 1.05 1.71
N -2.81 0.64 -0.45
H -4.07 -0.54 -1.54
H -1.18 3.18 -0.41
H 0.45 3.00 -1.23
H -2.91 -2.42 -0.08
H -1.94 -2.11 -1.53
H 1.09 -1.07 1.71
H 2.07 -1.95 0.53
H 0.87 0.29 -1.93
H -1.23 -1.47 1.26
H 0.26 -1.96 -1.05
H 1.89 1.03 0.78
H 3.26 -0.76 -1.27
H 4.03 0.10 0.06
H 3.35 1.00 -1.29
H -0.94 0.76 2.34
H -2.71 0.70 2.14
H -1.81 2.14 1.66

## Properties
SMILES ... C=C1[C@@H]2[C@@H](C[C@H]2C)[C@@H]2CC=N[C@]12C
HOMO energy ... -9.14 eV
Maximum force ... 2.715 eV/Å

Computed, not measured: 2 unconnected molecules or ions with the total composition C12H17N at a distorted geometry, with wB97M-V/def2-TZVPD.

Atoms and positions in Å:
C 2.69 -2.07 0.28
C 3.24 -0.65 0.08
C 1.44 -2.33 -0.50
H 3.44 -2.78 -0.10
H 2.50 -2.18 1.40
H 2.89 0.02 0.89
H 0.89 -3.12 -0.02
H 0.82 -1.26 -0.65
H 3.12 -0.13 -0.82
H 4.31 -0.73 0.36
H 1.68 -2.60 -1.62
C -2.29 0.04 -2.43
C -1.80 0.84 0.09
C -1.80 0.86 -1.34
C -0.72 1.74 0.61
C -0.87 1.85 -1.68
C -2.23 -0.22 0.91
C -0.28 1.85 1.98
C -1.98 -0.10 2.32
C -1.03 0.93 2.67
N -0.43 2.52 -0.55
H -2.92 -1.03 0.57
H -3.07 -0.62 -2.12
H -1.46 -0.37 -2.86
H -0.56 2.34 -2.67
H 0.18 3.38 -0.62
H 0.30 2.67 2.33
H -2.46 -0.57 3.02
H -0.98 1.09 3.79
H -2.63 0.65 -3.32

## Properties
SMILES ... Cc1c[nH]c2ccccc12.CCC
HOMO energy ... -7.49 eV
Maximum force ... 9.125 eV/Å

Computed, not measured: 2 unconnected molecules or ions with the total composition C12H17N at a distorted geometry, with wB97M-V/def2-TZVPD.

Atoms and positions in Å:
C 1.39 -2.06 -0.40
C 0.89 -3.18 0.50
C 0.58 -0.80 -0.38
C -0.77 -0.72 -0.45
C 1.03 0.56 -0.52
C -0.09 1.39 -0.68
C 2.30 1.15 -0.40
C 0.07 2.72 -1.09
C 2.44 2.50 -0.63
C 1.33 3.27 -1.05
N -1.20 0.59 -0.56
H 2.42 -1.80 -0.14
H 1.47 -2.43 -1.42
H 1.12 -3.09 1.56
H -1.49 -1.53 -0.44
H -2.17 0.82 -0.65
H 3.10 0.52 -0.02
H -0.76 3.30 -1.46
H 3.41 2.97 -0.58
H 1.51 4.31 -1.29
H 1.30 -4.13 0.17
H -0.19 -3.32 0.39
C -2.78 -1.14 2.52
C -3.43 -2.21 1.66
H -2.11 -1.62 3.23
H -2.24 -0.37 1.98
H -3.51 -0.66 3.18
H -3.88 -1.83 0.74
H -4.25 -2.70 2.18
H -2.75 -3.00 1.33

## Properties
SMILES ... CCc1c[nH]c2ccccc12.CC
HOMO energy ... -7.81 eV
Maximum force ... 1.013 eV/Å

Computed, not measured: 2 unconnected molecules or ions with the total composition C12H17N at a distorted geometry, with wB97M-V/def2-TZVPD.

Atoms and positions in Å:
C -1.29 1.94 0.98
C -2.18 -0.22 1.46
C -0.04 1.34 0.62
C -1.00 -0.73 0.87
C -2.34 1.10 1.42
C 0.05 -0.01 0.45
C 2.77 0.11 0.85
C -3.74 1.69 1.52
C 0.12 -0.46 -2.50
C 1.40 -2.04 -0.26
C 1.41 -0.04 -1.79
C 1.13 -0.59 -0.29
N 3.89 -0.08 0.25
H -1.34 2.96 1.09
H -2.93 -0.93 1.61
H 0.79 2.12 0.46
H -1.19 -1.81 0.61
H 2.48 0.56 1.73
H -4.38 1.35 0.61
H -4.24 1.49 2.43
H -3.52 2.77 1.57
H -0.61 0.37 -2.53
H 0.40 -0.91 -3.47
H -0.38 -1.26 -1.93
H 2.32 -2.17 -0.86
H 0.60 -2.57 -0.63
H 1.63 -2.34 0.70
H 1.58 1.08 -1.87
H 2.32 -0.57 -2.22
H 4.73 0.29 0.87

## Properties
HOMO energy ... -7.90 eV
Maximum force ... 6.358 eV/Å

Computed, not measured: 2 unconnected molecules or ions with the total composition C12H17N at a distorted geometry, with wB97M-V/def2-TZVPD.

Atoms and positions in Å:
C -1.28 -3.56 0.47
C -2.14 -2.77 -0.55
H -0.22 -3.47 0.25
H -1.57 -3.28 1.49
H -1.25 -4.62 0.31
H -3.29 -2.67 -0.45
H -1.94 -3.18 -1.61
H -1.83 -1.77 -0.57
C -0.47 2.00 -1.84
C -1.91 1.86 -1.36
C 0.68 1.65 -0.96
C 1.78 2.42 -1.25
C 0.82 0.83 0.17
C 2.20 0.92 0.57
C 0.08 -0.09 0.89
C 2.71 0.56 1.82
C 0.50 -0.48 2.12
C 1.77 -0.17 2.63
N 2.78 1.92 -0.34
H -0.43 1.19 -2.67
H -0.36 2.99 -2.36
H -2.50 1.33 -2.13
H 1.82 3.22 -1.90
H 3.67 2.28 -0.35
H -0.97 -0.44 0.63
H 3.85 0.70 2.24
H -0.04 -1.39 2.48
H 2.00 0.00 3.75
H -2.48 2.76 -1.08
H -2.01 1.28 -0.39

## Properties
SMILES ... CCc1c[nH]c2ccccc12.CC
HOMO energy ... -7.62 eV
Maximum force ... 7.397 eV/Å

Computed, not measured: 2 unconnected molecules or ions with the total composition C12H17N at a distorted geometry, with wB97M-V/def2-TZVPD.

Atoms and positions in Å:
C 2.20 0.42 2.31
C 2.44 -1.04 2.74
C 1.97 0.62 0.85
C 2.34 1.64 0.05
C 0.93 -0.10 0.10
C 0.87 0.48 -1.17
C 0.16 -1.24 0.33
C 0.17 -0.04 -2.25
C -0.59 -1.75 -0.71
C -0.55 -1.20 -1.99
N 1.76 1.55 -1.21
H 1.26 0.71 2.79
H 2.98 1.07 2.69
H 2.57 -1.69 1.87
H 2.95 2.48 0.33
H 1.58 2.40 -1.71
H 0.19 -1.74 1.29
H 0.30 0.42 -3.22
H -1.16 -2.66 -0.54
H -1.19 -1.62 -2.76
H 1.68 -1.48 3.38
H 3.31 -1.14 3.37
C -3.72 -0.14 -0.69
C -2.88 1.13 -0.96
H -3.30 -0.70 0.14
H -4.74 0.15 -0.48
H -3.55 -0.83 -1.51
H -2.45 1.58 -0.06
H -2.05 0.81 -1.58
H -3.45 1.94 -1.40

## Properties
SMILES ... CCc1c[nH]c2ccccc12.CC
HOMO energy ... -7.94 eV
Maximum force ... 1.346 eV/Å

Computed, not measured: 2 unconnected molecules or ions with the total composition C12H17N2 at a distorted geometry, with wB97M-V/def2-TZVPD.

Atoms and positions in Å:
C -0.24 -0.07 -1.52
C -0.85 1.18 -1.71
C -2.18 1.45 -1.99
C -3.30 0.61 -2.06
C -3.29 -0.77 -2.07
C -2.17 -1.59 -2.00
C -0.84 -1.31 -1.72
H 0.85 -0.07 -1.50
H -0.18 2.04 -1.72
H -2.41 2.51 -2.15
H -4.28 1.09 -2.13
H -4.27 -1.26 -2.13
H -2.38 -2.66 -2.17
H -0.15 -2.16 -1.75
C -1.00 0.17 1.45
C 0.51 0.13 1.30
N 1.14 0.00 0.17
C 2.61 0.12 0.22
C 3.23 -0.44 1.49
C 2.59 0.15 2.70
N 1.15 0.24 2.48
H -1.23 -0.01 2.52
H -1.38 1.17 1.18
H -1.49 -0.60 0.84
H 3.00 -0.39 -0.66
H 2.85 1.19 0.17
H 3.14 -1.53 1.50
H 4.28 -0.17 1.49
H 2.75 -0.48 3.57
H 2.99 1.13 2.93
H 0.56 0.32 3.28

## Properties
Net charge ... +1
HOMO energy ... -11.96 eV
Maximum force ... 3.398 eV/Å

Computed, not measured: 2 unconnected molecules or ions with the total composition C12H17N2O at a distorted geometry, with wB97M-V/def2-TZVPD.

Atoms and positions in Å:
C 5.28 0.99 0.52
C 4.61 1.36 -0.59
C 4.85 -0.01 1.36
C 3.51 0.65 -1.01
C 3.73 -0.75 0.97
C 3.08 -0.40 -0.19
C 0.43 -1.55 -0.61
C -3.46 0.91 0.06
C -2.36 1.72 -0.77
C -2.82 -0.41 0.26
C -1.23 1.26 0.08
C -0.74 -0.99 -1.00
N -1.08 -0.86 -2.21
N -1.38 -0.22 0.21
O 0.55 -1.76 0.77
H 6.13 1.57 0.88
H 4.91 1.97 -1.37
H 5.47 -0.40 2.25
H 2.99 1.03 -1.86
H 3.53 -1.66 1.52
H 1.10 -1.94 -1.35
H -3.60 1.44 0.99
H -4.41 0.90 -0.50
H -2.41 1.60 -1.85
H -2.55 2.69 -0.55
H -3.15 -0.87 1.17
H -2.97 -1.15 -0.51
H -0.31 1.50 -0.46
H -1.23 1.79 1.08
H 1.15 -2.50 0.98
H -1.82 -0.26 -2.51
H -0.99 -0.55 1.14

## Properties
Net charge ... +1
HOMO energy (spin up / spin down) ... -12.09 / -11.99 eV
Maximum force ... 4.088 eV/Å

Computed, not measured: a molecular structure, C12H17N2O5Re at a distorted geometry, with wB97M-V/def2-TZVPD.

Atoms and positions in Å:
Re 0.14 -0.33 0.29
C 0.46 -1.64 -3.46
C 1.16 -1.95 -2.15
C 1.93 -3.25 -2.16
O 0.15 -2.00 -1.07
C 2.10 -0.77 -1.79
O 3.18 -0.68 -2.29
O 1.55 0.08 -0.94
H -0.17 -2.47 -3.77
H 1.20 -1.47 -4.24
H -0.15 -0.74 -3.37
H 1.31 -4.07 -2.53
H 2.29 -3.49 -1.16
H 2.80 -3.14 -2.82
H -0.68 -2.33 -1.43
N -1.82 1.56 4.31
C -0.60 0.92 3.76
C -0.28 1.75 2.48
O -0.71 2.89 2.50
O 0.47 1.22 1.58
H -1.86 1.61 5.33
H -2.66 1.09 3.95
H -1.75 2.52 3.87
H -0.74 -0.13 3.53
H 0.23 1.04 4.45
N -1.56 -0.56 0.81
C -2.89 -0.43 1.01
C -3.68 0.36 0.15
C -5.04 0.47 0.35
C -5.66 -0.19 1.41
C -4.89 -0.97 2.27
C -3.53 -1.09 2.09
H -3.18 0.86 -0.67
H -5.63 1.07 -0.32
H -6.73 -0.12 1.55
H -5.37 -1.51 3.08
H -2.94 -1.78 2.69

## Properties
Net charge ... +1
2S+1 ... 2
HOMO energy (spin up / spin down) ... -11.86 / -11.31 eV
Maximum force ... 4.091 eV/Å